1.
Molecular formula: C57H105N7O37P2
Method: DFT, ωB97M-V/def2-TZVPD

The net charge is 0. The HOMO energy is -8.823 eV. The orbital gap is 8.69 eV. The calculation puts the total energy at -165576.7528 eV. The value obtained for the molecular weight is 1542.4 g mol⁻¹. The spin multiplicity is 1. As for the max |F|: 6.6 eV/Å.

Last columns: bonded neighbours and bond lengths (Å).
Atoms and positions in Å:
1 C 1.37 5.16 -0.73  N2 1.490, H5 1.088, H6 1.082, H7 1.084
2 N 2.78 5.12 -0.28  C1 1.490, O3 1.198, O4 1.199
3 O 3.30 6.17 -0.01  N2 1.198
4 O 3.30 4.05 -0.14  N2 1.199
5 H 0.79 5.25 0.19  C1 1.088
6 H 1.11 4.23 -1.23  C1 1.082
7 H 1.23 6.04 -1.35  C1 1.084
8 C 1.77 7.90 2.81  C9 1.516, H15 1.089, H16 1.091, H17 1.093
9 C 1.23 6.75 3.65  C8 1.516, C10 1.563, O14 1.451, H18 1.088
10 C -0.32 6.61 3.56  C9 1.563, O11 1.410, H19 1.089, H20 1.088
11 O -0.51 5.33 3.01  C10 1.410, C12 1.327
12 C 0.65 4.72 2.81  O11 1.327, O13 1.183, O14 1.337
13 O 0.69 3.58 2.48  C12 1.183
14 O 1.69 5.54 2.99  C9 1.451, C12 1.337
15 H 2.80 7.73 2.51  C8 1.089
16 H 1.66 8.84 3.35  C8 1.091
17 H 1.24 8.01 1.86  C8 1.093
18 H 1.58 6.72 4.68  C9 1.088
19 H -0.68 7.41 2.91  C10 1.089
20 H -0.75 6.79 4.54  C10 1.088
21 C 1.09 2.98 -4.87  C22 1.512, H28 1.093, H29 1.089, H30 1.088
22 C 2.58 2.78 -4.75  C21 1.512, C23 1.547, O27 1.434, H31 1.092
23 C 3.34 3.79 -3.86  C22 1.547, O24 1.407, H32 1.096, H33 1.094
24 O 4.13 2.97 -3.03  C23 1.407, C25 1.349
25 C 3.87 1.67 -3.23  O24 1.349, O26 1.188, O27 1.342
26 O 4.48 0.77 -2.75  C25 1.188
27 O 2.87 1.53 -4.12  C22 1.434, C25 1.342
28 H 0.60 2.80 -3.91  C21 1.093
29 H 0.69 2.24 -5.56  C21 1.089
30 H 0.84 4.00 -5.16  C21 1.088
31 H 3.08 2.76 -5.73  C22 1.092
32 H 2.71 4.50 -3.31  C23 1.096
33 H 3.89 4.49 -4.49  C23 1.094
34 C -2.65 3.15 1.91  C35 1.515, H41 1.085, H42 1.092, H43 1.097
35 C -2.40 2.48 0.58  C34 1.515, C36 1.529, O40 1.444, H44 1.090
36 C -3.59 2.63 -0.37  C35 1.529, O37 1.430, H45 1.090, H46 1.090
37 O -3.03 3.15 -1.58  C36 1.430, C38 1.340
38 C -1.71 3.32 -1.42  O37 1.340, O39 1.199, O40 1.349
39 O -0.95 3.64 -2.30  C38 1.199
40 O -1.34 3.17 -0.13  C35 1.444, C38 1.349
41 H -1.74 3.20 2.51  C34 1.085
42 H -3.51 2.73 2.44  C34 1.092
43 H -2.99 4.18 1.75  C34 1.097
44 H -2.15 1.43 0.70  C35 1.090
45 H -4.37 3.30 -0.03  C36 1.090
46 H -4.05 1.64 -0.49  C36 1.090
47 C 4.77 -2.54 -0.12  C48 1.523, H54 1.083, H55 1.092, H56 1.092
48 C 5.09 -1.07 0.13  C47 1.523, C49 1.530, O53 1.431, H57 1.089
49 C 4.11 -0.28 1.00  C48 1.530, O50 1.421, H58 1.094, H59 1.086
50 O 4.81 0.04 2.19  C49 1.421, C51 1.354
51 C 6.10 -0.39 2.11  O50 1.354, O52 1.180, O53 1.341
52 O 6.93 -0.20 2.91  C51 1.180
53 O 6.28 -1.02 0.93  C48 1.431, C51 1.341
54 H 5.40 -3.00 -0.86  C47 1.083
55 H 3.73 -2.62 -0.42  C47 1.092
56 H 4.87 -3.08 0.83  C47 1.092
57 H 5.27 -0.56 -0.81  C48 1.089
58 H 3.27 -0.92 1.29  C49 1.094
59 H 3.72 0.62 0.53  C49 1.086
60 C -4.68 -4.61 1.56  C61 1.514, H67 1.089, H68 1.090, H69 1.102
61 C -5.06 -5.67 2.58  C60 1.514, C62 1.534, O66 1.463, H70 1.095
62 C -4.10 -5.88 3.76  C61 1.534, O63 1.431, H71 1.090, H72 1.086
63 O -4.94 -5.78 4.91  C62 1.431, C64 1.346
64 C -6.16 -5.31 4.56  O63 1.346, O65 1.193, O66 1.354
65 O -7.04 -5.08 5.34  C64 1.193
66 O -6.28 -5.18 3.22  C61 1.463, C64 1.354
67 H -4.58 -3.59 1.92  C60 1.089
68 H -5.29 -4.50 0.67  C60 1.090
69 H -3.69 -4.89 1.17  C60 1.102
70 H -5.33 -6.56 1.99  C61 1.095
71 H -3.36 -5.08 3.75  C62 1.090
72 H -3.70 -6.89 3.71  C62 1.086
73 C 1.00 -3.61 -3.94  C74 1.519, H80 1.091, H81 1.086, H82 1.095
74 C 1.48 -5.02 -4.26  C73 1.519, C75 1.518, O79 1.458, H83 1.093
75 C 1.55 -6.07 -3.17  C74 1.518, O76 1.427, H84 1.095, H85 1.090
76 O 1.00 -7.24 -3.78  C75 1.427, C77 1.351
77 C 0.32 -6.90 -4.89  O76 1.351, O78 1.173, O79 1.352
78 O -0.35 -7.61 -5.55  C77 1.173
79 O 0.38 -5.56 -5.06  C74 1.458, C77 1.352
80 H 0.04 -3.59 -3.43  C73 1.091
81 H 0.90 -3.05 -4.87  C73 1.086
82 H 1.75 -3.13 -3.31  C73 1.095
83 H 2.34 -4.88 -4.92  C74 1.093
84 H 0.99 -5.73 -2.29  C75 1.095
85 H 2.58 -6.33 -2.89  C75 1.090
86 C 2.31 0.49 -6.76  C87 1.518, H93 1.092, H94 1.097, H95 1.091
87 C 2.01 -0.76 -7.57  C86 1.518, C88 1.530, O92 1.440, H96 1.091
88 C 2.99 -0.93 -8.73  C87 1.530, O89 1.435, H97 1.091, H98 1.088
89 O 3.52 -2.25 -8.55  C88 1.435, C90 1.323
90 C 3.22 -2.69 -7.34  O89 1.323, O91 1.179, O92 1.357
91 O 3.63 -3.66 -6.80  C90 1.179
92 O 2.34 -1.87 -6.72  C87 1.440, C90 1.357
93 H 2.01 1.45 -7.20  C86 1.092
94 H 3.40 0.54 -6.64  C86 1.097
95 H 1.97 0.50 -5.72  C86 1.091
96 H 0.96 -0.80 -7.86  C87 1.091
97 H 3.84 -0.25 -8.72  C88 1.091
98 H 2.52 -0.81 -9.71  C88 1.088
99 C 5.71 -0.41 -4.72  C100 1.522, H106 1.088, H107 1.092, H108 1.087
100 C 6.74 -0.69 -5.80  C99 1.522, C101 1.547, O105 1.421, H109 1.091
101 C 6.64 -2.10 -6.45  C100 1.547, O102 1.429, H110 1.089, H111 1.090
102 O 6.86 -1.76 -7.82  C101 1.429, C103 1.348
103 C 6.71 -0.44 -8.05  O102 1.348, O104 1.187, O105 1.350
104 O 6.69 0.07 -9.12  C103 1.187
105 O 6.51 0.20 -6.88  C100 1.421, C103 1.350
106 H 4.73 -0.71 -5.07  C99 1.088
107 H 5.75 0.66 -4.47  C99 1.092
108 H 5.99 -0.87 -3.78  C99 1.087
109 H 7.74 -0.57 -5.38  C100 1.091
110 H 5.72 -2.64 -6.26  C101 1.089
111 H 7.46 -2.69 -6.05  C101 1.090
112 C 4.14 2.46 4.26  C113 1.524, H119 1.087, H120 1.097, H121 1.089
113 C 3.34 1.63 5.25  C112 1.524, C114 1.541, O118 1.429, H122 1.092
114 C 1.86 2.05 5.36  C113 1.541, O115 1.422, H123 1.092, H124 1.090
115 O 1.16 0.87 5.01  C114 1.422, C116 1.342
116 C 1.99 -0.17 4.81  O115 1.342, O117 1.183, O118 1.351
117 O 1.61 -1.28 4.67  C116 1.183
118 O 3.27 0.24 4.92  C113 1.429, C116 1.351
119 H 3.96 2.35 3.19  C112 1.087
120 H 5.13 2.03 4.43  C112 1.097
121 H 4.05 3.51 4.53  C112 1.089
122 H 3.77 1.73 6.25  C113 1.092
123 H 1.64 2.82 4.62  C114 1.092
124 H 1.60 2.45 6.34  C114 1.090
125 C -2.11 -1.54 -4.94  C126 1.521, H132 1.091, H133 1.093, H134 1.088
126 C -2.25 -0.99 -3.53  C125 1.521, C127 1.538, O131 1.456, H135 1.090
127 C -2.85 0.41 -3.33  C126 1.538, O128 1.424, H136 1.091, H137 1.086
128 O -4.05 0.20 -2.60  C127 1.424, C129 1.343
129 C -4.33 -1.11 -2.55  O128 1.343, O130 1.182, O131 1.345
130 O -5.32 -1.57 -2.12  C129 1.182
131 O -3.27 -1.85 -2.95  C126 1.456, C129 1.345
132 H -1.88 -2.60 -4.86  C125 1.091
133 H -1.27 -1.07 -5.46  C125 1.093
134 H -3.04 -1.48 -5.51  C125 1.088
135 H -1.34 -1.04 -2.94  C126 1.090
136 H -3.09 0.91 -4.28  C127 1.091
137 H -2.11 1.01 -2.82  C127 1.086
138 C -5.61 1.09 1.49  C139 1.506, H145 1.095, H146 1.096, H147 1.091
139 C -6.66 0.05 1.22  C138 1.506, C140 1.521, O144 1.441, H148 1.093
140 C -6.12 -1.28 0.72  C139 1.521, O141 1.421, H149 1.101, H150 1.092
141 O -7.00 -2.22 1.34  C140 1.421, C142 1.352
142 C -7.60 -1.65 2.41  O141 1.352, O143 1.163, O144 1.351
143 O -8.25 -2.24 3.18  C142 1.163
144 O -7.25 -0.35 2.47  C139 1.441, C142 1.351
145 H -6.04 2.08 1.66  C138 1.095
146 H -4.95 1.24 0.63  C138 1.096
147 H -5.00 0.89 2.37  C138 1.091
148 H -7.47 0.40 0.56  C139 1.093
149 H -5.10 -1.54 1.04  C140 1.101
150 H -6.02 -1.39 -0.36  C140 1.092
151 O -4.72 0.90 5.18  P152 1.473
152 P -3.50 0.21 5.63  O151 1.473, N153 1.676, N156 1.661, N159 1.687
153 N -3.05 -1.02 4.58  P152 1.676, C154 1.454, C155 1.463
154 C -4.09 -1.76 3.90  N153 1.454, H162 1.095, H163 1.092, H164 1.090
155 C -1.69 -1.38 4.19  N153 1.463, H165 1.095, H166 1.096, H167 1.082
156 N -3.57 -0.58 7.10  P152 1.661, C157 1.451, C158 1.460
157 C -4.12 0.16 8.22  N156 1.451, H168 1.096, H169 1.092, H170 1.095
158 C -2.90 -1.83 7.42  N156 1.460, H171 1.085, H172 1.092, H173 1.088
159 N -2.10 1.13 5.71  P152 1.687, C160 1.448, C161 1.467
160 C -1.99 2.12 4.65  N159 1.448, H174 1.094, H175 1.093, H176 1.098
161 C -1.43 1.40 6.98  N159 1.467, H177 1.093, H178 1.085, H179 1.087
162 H -4.13 -2.78 4.32  C154 1.095
163 H -3.88 -1.70 2.83  C154 1.092
164 H -5.07 -1.31 4.08  C154 1.090
165 H -1.63 -1.31 3.10  C155 1.095
166 H -1.54 -2.42 4.51  C155 1.096
167 H -0.97 -0.74 4.68  C155 1.082
168 H -3.35 0.52 8.92  C157 1.096
169 H -4.70 1.01 7.88  C157 1.092
170 H -4.84 -0.45 8.78  C157 1.095
171 H -3.03 -2.47 6.55  C158 1.085
172 H -1.85 -1.66 7.66  C158 1.092
173 H -3.40 -2.26 8.28  C158 1.088
174 H -1.09 2.73 4.75  C160 1.094
175 H -1.95 1.64 3.67  C160 1.093
176 H -2.83 2.83 4.65  C160 1.098
177 H -2.07 2.10 7.53  C161 1.093
178 H -0.43 1.77 6.75  C161 1.085
179 H -1.27 0.47 7.52  C161 1.087
180 O -1.77 0.25 -0.74  P181 1.474
181 P -0.51 -0.43 -0.40  O180 1.474, N182 1.668, N185 1.674, N188 1.688
182 N -0.75 -1.88 0.40  P181 1.668, C183 1.470, C184 1.455
183 C -1.95 -2.64 0.02  N182 1.470, H191 1.086, H192 1.096, H193 1.086
184 C 0.25 -2.66 1.12  N182 1.455, H194 1.088, H195 1.095, H196 1.095
185 N 0.63 0.44 0.47  P181 1.674, C186 1.474, C187 1.444
186 C 0.71 0.39 1.94  N185 1.474, H197 1.079, H198 1.092, H199 1.095
187 C 1.14 1.66 -0.12  N185 1.444, H200 1.086, H201 1.097, H202 1.092
188 N 0.38 -0.85 -1.77  P181 1.688, C189 1.453, C190 1.461
189 C 1.74 -1.34 -1.67  N188 1.453, H203 1.090, H204 1.090, H205 1.097
190 C 0.04 -0.22 -3.05  N188 1.461, H206 1.090, H207 1.092, H208 1.096
191 H -2.01 -3.53 0.63  C183 1.086
192 H -1.77 -2.97 -1.02  C183 1.096
193 H -2.82 -2.01 0.14  C183 1.086
194 H 1.15 -2.10 1.35  C184 1.088
195 H 0.50 -3.54 0.52  C184 1.095
196 H -0.12 -2.97 2.10  C184 1.095
197 H 0.40 -0.59 2.28  C186 1.079
198 H 1.71 0.67 2.24  C186 1.092
199 H 0.04 1.14 2.36  C186 1.095
200 H 2.12 1.88 0.29  C187 1.086
201 H 1.20 1.51 -1.21  C187 1.097
202 H 0.44 2.48 0.04  C187 1.092
203 H 1.78 -2.12 -0.91  C189 1.090
204 H 2.00 -1.79 -2.63  C189 1.090
205 H 2.49 -0.57 -1.42  C189 1.097
206 H -0.78 -0.76 -3.53  C190 1.090
207 H 0.87 -0.19 -3.76  C190 1.092
208 H -0.21 0.84 -2.93  C190 1.096

=====

2.
Molecular formula: C6H14N2
Method: DFT, ωB97M-V/def2-TZVPD

The net charge is 0. The HOMO energy is -7.926 eV. The orbital gap is 9.05 eV. The calculation puts the total energy at -9425.4893 eV. The value obtained for the molecular weight is 114.2 g mol⁻¹. The spin multiplicity is 1. As for the max |F|: 5.4 eV/Å.

Last columns: bonded neighbours and bond lengths (Å).
Atoms and positions in Å:
1 C 1.38 -1.26 1.33  C2 1.454, N8 1.559, H9 1.127, H10 1.119
2 C -0.01 -1.68 1.44  C1 1.454, C3 1.449, H11 1.245, H12 1.040
3 C -1.06 -0.90 0.83  C2 1.449, C4 1.331, H13 1.102
4 C -0.92 0.40 0.56  C3 1.331, N5 1.444, H14 1.096
5 N -1.77 1.42 -0.01  C4 1.444, C6 1.543, H15 0.944
6 C -1.11 2.14 -1.20  N5 1.543, C7 1.538, H16 1.074, H17 1.073
7 C 0.17 1.58 -1.85  C6 1.538, H18 1.043, H19 1.154, H20 1.136
8 N 1.99 -1.85 0.02  C1 1.559, H21 0.962, H22 0.987
9 H 1.54 -0.17 1.11  C1 1.127
10 H 2.09 -1.54 2.15  C1 1.119
11 H -0.01 -1.76 2.68  C2 1.245
12 H -0.23 -2.58 0.97  C2 1.040
13 H -2.11 -1.20 0.71  C3 1.102
14 H 0.03 0.89 0.82  C4 1.096
15 H -2.67 1.24 -0.19  N5 0.944
16 H -1.87 2.13 -1.96  C6 1.074
17 H -1.00 3.07 -0.67  C6 1.073
18 H 0.04 0.92 -2.65  C7 1.043
19 H 1.06 1.57 -1.12  C7 1.154
20 H 0.68 2.37 -2.49  C7 1.136
21 H 2.57 -2.61 -0.02  N8 0.962
22 H 1.20 -2.18 -0.48  N8 0.987

=====

3.
Molecular formula: C25H30N4O
Method: DFT, ωB97M-V/def2-TZVPD

The net charge is 0. The HOMO energy is -7.858 eV. The orbital gap is 8.68 eV. The calculation puts the total energy at -34419.0462 eV. The value obtained for the molecular weight is 402.5 g mol⁻¹. The spin multiplicity is 1. As for the max |F|: 1.2 eV/Å.

Last columns: bonded neighbours and bond lengths (Å).
Atoms and positions in Å:
1 C 3.56 0.73 -5.00  C2 1.385, C6 1.383, H60 1.080
2 C 2.78 1.81 -4.64  C1 1.385, C3 1.383, H59 1.080
3 C 1.65 1.63 -3.87  C2 1.383, C4 1.390, H58 1.081
4 C 1.28 0.36 -3.44  C3 1.390, C5 1.387, C9 1.519
5 C 2.06 -0.73 -3.81  C4 1.387, C6 1.385, H8 1.080
6 C 3.19 -0.54 -4.58  C1 1.383, C5 1.385, H7 1.080
7 H 3.79 -1.40 -4.87  C6 1.080
8 H 1.78 -1.72 -3.50  C5 1.080
9 C 0.02 0.20 -2.61  C4 1.519, C10 1.489, C46 1.511, H57 1.097
10 C -0.03 1.27 -1.57  C9 1.489, N11 1.303, N14 1.364
11 N -0.94 2.20 -1.55  C10 1.303, O12 1.365
12 O -0.64 2.96 -0.46  N11 1.365, C13 1.338
13 C 0.44 2.41 0.11  O12 1.338, N14 1.299, C15 1.489
14 N 0.85 1.37 -0.54  C10 1.364, C13 1.299
15 C 0.93 2.90 1.43  C13 1.489, N16 1.452, H44 1.093, H45 1.092
16 N 0.35 2.14 2.52  C15 1.452, C17 1.452, C21 1.452
17 C 0.77 0.75 2.55  N16 1.452, C18 1.540, H42 1.093, H43 1.102
18 C 0.22 0.05 3.81  C17 1.540, N19 1.444, H40 1.090, H41 1.097
19 N -1.19 0.25 4.06  C18 1.444, C20 1.441, C26 1.446
20 C -1.54 1.64 3.93  N19 1.441, C21 1.532, H24 1.091, H25 1.096
21 C -1.10 2.25 2.60  N16 1.452, C20 1.532, H22 1.092, H23 1.103
22 H -1.38 3.30 2.56  C21 1.092
23 H -1.61 1.72 1.77  C21 1.103
24 H -2.62 1.76 4.06  C20 1.091
25 H -1.03 2.18 4.74  C20 1.096
26 C -2.15 -0.74 3.62  N19 1.446, C27 1.556, C33 1.546, H39 1.094
27 C -2.05 -1.29 2.17  C26 1.556, C28 1.528, H37 1.091, H38 1.087
28 C -1.76 -2.78 2.29  C27 1.528, H29 1.091, C30 1.525, H36 1.089
29 H -0.68 -2.95 2.36  C28 1.091
30 C -2.42 -3.17 3.61  C28 1.525, H31 1.091, H32 1.089, C33 1.524
31 H -3.50 -3.24 3.48  C30 1.091
32 H -2.06 -4.12 4.00  C30 1.089
33 C -2.08 -2.00 4.52  C26 1.546, C30 1.524, H34 1.090, H35 1.088
34 H -1.06 -2.11 4.91  C33 1.090
35 H -2.75 -1.91 5.37  C33 1.088
36 H -2.14 -3.35 1.44  C28 1.089
37 H -3.01 -1.14 1.66  C27 1.091
38 H -1.29 -0.78 1.58  C27 1.087
39 H -3.13 -0.28 3.75  C26 1.094
40 H 0.44 -1.01 3.74  C18 1.090
41 H 0.76 0.47 4.67  C18 1.097
42 H 1.86 0.73 2.58  C17 1.093
43 H 0.45 0.21 1.64  C17 1.102
44 H 0.65 3.95 1.55  C15 1.093
45 H 2.01 2.79 1.47  C15 1.092
46 C -0.09 -1.15 -1.93  C9 1.511, C47 1.387, C51 1.391
47 C -1.14 -2.01 -2.25  C46 1.387, C48 1.385, H56 1.081
48 C -1.23 -3.25 -1.65  C47 1.385, C49 1.384, H55 1.080
49 C -0.29 -3.65 -0.72  C48 1.384, C50 1.385, H54 1.080
50 C 0.75 -2.79 -0.39  C49 1.385, C51 1.383, H53 1.080
51 C 0.85 -1.55 -1.00  C46 1.391, C50 1.383, H52 1.079
52 H 1.66 -0.88 -0.75  C51 1.079
53 H 1.50 -3.09 0.33  C50 1.080
54 H -0.35 -4.62 -0.26  C49 1.080
55 H -2.05 -3.91 -1.90  C48 1.080
56 H -1.88 -1.70 -2.97  C47 1.081
57 H -0.85 0.35 -3.26  C9 1.097
58 H 1.03 2.48 -3.60  C3 1.081
59 H 3.05 2.81 -4.96  C2 1.080
60 H 4.44 0.87 -5.60  C1 1.080